[1]
This record from the OMol25 dataset describes a structure of composition C19H12BrN2O6RhTe. The level of theory is the ωB97M-V functional and the def2-TZVPD basis.

## Properties
Multiplicity   1
LUMO energy   -0.95 eV

Last column: Löwdin charge in e.
Geometry (Å):
1 Rh 0.69314 0.96529 0.46163  0.90
2 Br -0.13386 -2.06046 2.44758  0.85
3 C 0.60960 -0.55541 3.30409  -0.70
4 C 0.81060 -0.61473 4.67403  -0.10
5 C 1.40964 0.46621 5.29644  -0.03
6 C 1.80674 1.54923 4.53006  0.02
7 C 1.56424 1.52129 3.17220  -0.15
8 N 0.94984 0.49204 2.56683  0.01
9 C 2.03789 2.66510 2.28848  -0.56
10 O 2.65719 3.57581 2.79529  0.08
11 O 1.75788 2.54676 1.03296  -0.15
12 H 0.50710 -1.49386 5.22190  0.10
13 H 1.57613 0.45169 6.36531  0.12
14 H 2.30455 2.41625 4.93884  0.13
15 Te 1.02877 1.47830 -2.06669  0.99
16 C 2.60424 0.68135 -0.95125  -0.71
17 C 3.76217 1.43268 -0.63228  -0.14
18 C 4.61698 1.00595 0.34380  -0.06
19 C 4.35225 -0.17237 1.07520  -0.07
20 C 3.24870 -0.92165 0.78512  -0.09
21 C 2.35044 -0.50656 -0.23259  -0.25
22 H 3.94225 2.36328 -1.15133  0.10
23 H 5.49591 1.59231 0.57865  0.11
24 H 5.03592 -0.48546 1.85354  0.11
25 H 3.05062 -1.84662 1.31255  0.10
26 H 1.59960 -1.20391 -0.58485  0.09
27 O -1.20217 1.67501 0.82461  -0.07
28 C -1.70418 0.58710 0.39467  -0.59
29 O -0.91098 -0.30406 -0.02318  -0.18
30 C -3.17099 0.37446 0.40282  -0.12
31 C -4.00907 1.38104 0.86920  0.02
32 C -5.37833 1.18048 0.88932  0.02
33 C -5.86927 -0.03115 0.43792  -0.13
34 C -5.05575 -1.04550 -0.03344  0.02
35 C -3.68822 -0.83419 -0.04905  0.02
36 N -7.33189 -0.25285 0.46039  -0.35
37 O -8.02868 0.64861 0.87673  0.08
38 O -7.74246 -1.32189 0.05970  0.08
39 H -3.57936 2.31205 1.21174  0.13
40 H -6.06129 1.93722 1.24399  0.12
41 H -5.49537 -1.96980 -0.37589  0.12
42 H -3.01234 -1.59683 -0.41001  0.13

=====

[2]
This record from the OMol25 dataset describes a structure of composition C19H12FeN2O3 at a distorted geometry. The level of theory is the ωB97M-V functional and the def2-TZVPD basis.

## Properties
Multiplicity   5
<S²>   6.10
Relative energy (zero: lowest compared OMol25 entry of this formula, charge and spin)   0.0 kcal per mole
LUMO energy (spin up / spin down)   0.34 / -2.78 eV

Last column: Löwdin charge in e.
Geometry (Å):
1 C 1.68063 -0.17974 1.19305  -0.17
2 C 0.93920 0.61549 2.07964  -0.18
3 N 0.30217 1.25678 2.83246  0.20
4 C 2.40055 0.41273 0.08630  -0.18
5 C 3.03540 -0.41346 -0.88836  -0.01
6 C 3.61895 0.16798 -2.01560  -0.07
7 C 3.64853 1.55645 -2.18810  -0.07
8 C 3.08554 2.37293 -1.20013  -0.07
9 C 2.46998 1.82971 -0.07025  -0.01
10 C 1.74253 -1.55988 1.43403  -0.18
11 N 1.78337 -2.71567 1.67560  0.19
12 H 3.03638 -1.50672 -0.75471  0.12
13 H 4.05048 -0.48160 -2.77350  0.11
14 H 4.10283 1.99614 -3.07585  0.11
15 H 3.11290 3.45493 -1.30908  0.11
16 H 2.03684 2.48068 0.70580  0.12
17 O -5.64147 -1.16737 5.89743  0.15
18 C -4.94602 -1.05491 4.97484  -0.16
19 Fe -3.93020 -0.91398 3.57909  0.13
20 C -3.69467 0.70452 4.13781  -0.15
21 O -3.58789 1.82615 4.44964  0.15
22 C -2.53797 -1.40178 4.59928  -0.09
23 O -1.60291 -1.94663 5.02207  0.15
24 C -2.93198 -0.56927 1.53866  -0.17
25 C -2.58957 -1.91951 1.53576  -0.14
26 C -3.36022 -2.95162 2.01553  -0.13
27 C -4.61245 -2.85216 2.62081  -0.17
28 C -5.59096 -1.85818 2.46682  -0.16
29 C -5.42848 -0.62360 1.84246  -0.14
30 C -4.21355 0.00134 1.56892  -0.15
31 H -2.11725 0.14342 1.35043  0.11
32 H -1.57950 -2.16642 1.19166  0.11
33 H -2.91443 -3.95087 1.99780  0.12
34 H -4.95100 -3.73983 3.17431  0.12
35 H -6.58521 -2.08382 2.88625  0.13
36 H -6.32292 0.01961 1.80084  0.12
37 H -4.26298 1.07961 1.34356  0.13

=====

[3]
This record from the OMol25 dataset describes a structure of composition C19H13AsN2O7PbS5 at a distorted geometry. The level of theory is the ωB97M-V functional and the def2-TZVPD basis.

## Properties
Multiplicity   1
Relative energy (zero: lowest compared OMol25 entry of this formula, charge and spin)   0.0 kcal per mole
LUMO energy   -1.02 eV

Last column: Löwdin charge in e.
Geometry (Å):
1 Pb 0.23586 -1.03642 -1.69045  1.18
2 C -1.07447 2.77435 -3.98380  -0.03
3 C -2.30795 3.09060 -3.43891  -0.04
4 C -2.97697 2.14944 -2.67356  0.01
5 C -2.37973 0.90920 -2.45146  -0.22
6 N -1.17744 0.63072 -2.96432  -0.02
7 C -0.54860 1.52102 -3.71227  -0.13
8 C -3.01559 -0.16332 -1.66348  -0.25
9 C -4.26074 -0.00555 -1.05535  0.01
10 C -4.80916 -1.06008 -0.34682  -0.04
11 C -4.10808 -2.25244 -0.26556  -0.03
12 C -2.86451 -2.31815 -0.87415  -0.13
13 N -2.33213 -1.30883 -1.54369  -0.04
14 H -0.52131 3.48169 -4.58155  0.11
15 H -2.74693 4.06126 -3.60970  0.11
16 H -3.93513 2.39750 -2.24691  0.10
17 H 0.42074 1.22962 -4.08611  0.12
18 H -4.79043 0.93038 -1.10677  0.11
19 H -5.76601 -0.94870 0.13877  0.11
20 H -4.50336 -3.09840 0.27327  0.11
21 H -2.25860 -3.21226 -0.80738  0.12
22 O 4.35674 -2.10869 2.25041  -0.26
23 As 3.87469 -1.38422 0.68056  1.01
24 O 5.23056 -1.38959 -0.13539  -0.38
25 O 2.78111 -2.85293 0.35457  -0.69
26 C 2.97654 0.16772 1.43832  -0.24
27 C 2.82093 0.31927 2.80661  -0.07
28 C 2.19616 1.45904 3.29004  -0.07
29 C 1.76694 2.45726 2.42845  -0.05
30 C 1.92940 2.30072 1.06023  -0.07
31 C 2.52841 1.15108 0.58600  -0.31
32 S 2.65659 0.80039 -1.15324  0.46
33 O 1.35734 1.18348 -1.74663  -0.46
34 O 3.78003 1.47646 -1.70535  -0.24
35 O 2.69723 -0.69398 -1.18251  -0.55
36 H 5.12712 -2.66666 2.10447  0.05
37 H 3.17782 -0.45054 3.47633  0.11
38 H 2.03982 1.56243 4.35240  0.11
39 H 1.29470 3.34566 2.82026  0.11
40 H 1.57452 3.03122 0.35051  0.12
41 O 0.03808 -2.40596 5.45486  -0.04
42 C 0.10127 -2.23565 4.27631  -1.01
43 S 0.81743 -3.36157 3.13067  0.99
44 C 0.55035 -2.39667 1.67910  -0.95
45 C -0.08662 -1.21007 1.81904  -1.09
46 S -0.50834 -0.02817 0.62194  0.58
47 S -0.55091 -0.78508 3.45570  0.97
48 S 1.19262 -3.05657 0.17654  0.78

=====

[4]
This record from the OMol25 dataset describes a structure of composition C19H13BeCl3NO6S. The level of theory is the ωB97M-V functional and the def2-TZVPD basis.

## Properties
Multiplicity   1
Net charge   -1
Relative energy (zero: lowest compared OMol25 entry of this formula, charge and spin)   0.0 kcal per mole
LUMO energy   2.51 eV

Last column: Löwdin charge in e.
Geometry (Å):
1 Be -0.08911 -0.14665 0.07223  0.05
2 Cl -7.13624 0.46385 -0.16476  0.61
3 C -5.43917 0.15044 0.11455  -0.68
4 C -4.56845 1.20997 0.29798  -0.14
5 C -3.22673 0.95665 0.51040  -0.56
6 Cl -2.14664 2.27995 0.77132  0.76
7 C -2.68918 -0.34746 0.53673  -0.42
8 O -1.43936 -0.59445 0.75326  -0.07
9 C -3.63125 -1.37846 0.35608  -0.57
10 Cl -3.06804 -3.02703 0.38552  0.68
11 C -4.97981 -1.15163 0.14453  -0.15
12 H -4.92675 2.22938 0.27886  0.10
13 H -5.65420 -1.98453 0.00746  0.10
14 O 3.20992 -0.35276 1.67297  0.07
15 C 2.15731 -0.52063 1.08660  -0.54
16 O 1.14142 0.26533 1.03206  0.02
17 C 1.91595 -1.81272 0.32040  -0.14
18 C 2.76835 -2.90095 0.35570  0.01
19 C 2.39423 -4.03994 -0.33587  -0.06
20 C 1.19501 -4.04633 -1.03758  -0.05
21 C 0.41027 -2.90616 -1.02649  -0.09
22 N 0.77211 -1.81555 -0.35964  0.14
23 H 3.68797 -2.82620 0.91857  0.12
24 H 3.02516 -4.92023 -0.32662  0.10
25 H 0.86564 -4.92112 -1.58124  0.10
26 H -0.52800 -2.85246 -1.56459  0.12
27 C 6.11724 -0.96451 -1.76820  -0.06
28 C 4.77744 -0.27791 -1.83122  -0.28
29 C 3.73541 -0.80477 -2.58845  -0.05
30 C 2.49615 -0.18438 -2.62065  -0.06
31 C 2.29259 0.97622 -1.88757  -0.27
32 C 3.32018 1.52076 -1.13400  -0.04
33 C 4.55483 0.89211 -1.11256  -0.04
34 S 0.68070 1.72335 -1.87940  0.52
35 O 0.31518 1.97123 -3.25027  -0.30
36 O 0.73818 2.84569 -0.98355  -0.31
37 O -0.16940 0.59436 -1.34245  -0.29
38 H 6.09836 -1.91435 -2.30303  0.07
39 H 6.40088 -1.16163 -0.73291  0.08
40 H 6.89774 -0.34307 -2.21234  0.08
41 H 3.89245 -1.72166 -3.14647  0.11
42 H 1.67926 -0.59889 -3.19802  0.12
43 H 3.12012 2.40286 -0.54181  0.12
44 H 5.35038 1.29685 -0.49722  0.12

=====

[5]
This record from the OMol25 dataset describes a structure of composition C19H13Br2Cl3F6N5O5S2SiW. The level of theory is the ωB97M-V functional and the def2-TZVPD basis.

## Properties
Multiplicity   1
Net charge   +3
Relative energy (zero: lowest compared OMol25 entry of this formula, charge and spin)   104.0 kcal per mole
LUMO energy (spin up / spin down)   -11.48 / -11.45 eV

Last column: Löwdin charge in e.
Geometry (Å):
1 W -0.42475 0.10801 -0.09472  1.39
2 Br 7.17996 0.31954 -0.64205  0.89
3 C 5.39519 0.35509 -0.08850  -0.68
4 C 4.81951 1.55366 0.32030  -0.09
5 C 3.49629 1.57855 0.71968  -0.05
6 C 2.74598 0.40618 0.69836  -0.33
7 C 3.31828 -0.79536 0.29792  -0.06
8 C 4.64489 -0.81745 -0.09016  -0.11
9 N 1.37064 0.46885 1.12830  -0.09
10 C 1.11632 1.00804 2.26091  -0.01
11 C -0.25678 1.30433 2.63831  -0.22
12 C -0.58129 1.75161 3.90240  0.06
13 C -1.92033 1.94570 4.22470  0.04
14 C -2.87824 1.67168 3.26435  0.03
15 C -2.47900 1.24300 2.00777  -0.08
16 N -1.19046 1.08121 1.67608  -0.05
17 H 5.40813 2.46083 0.32690  0.12
18 H 3.04836 2.51454 1.03389  0.12
19 H 2.76367 -1.71655 0.33559  0.08
20 H 5.10891 -1.75050 -0.38093  0.12
21 H 1.92879 1.26805 2.93636  0.17
22 H 0.20231 1.93073 4.62724  0.15
23 H -2.20539 2.28862 5.21069  0.15
24 H -3.93294 1.78536 3.47451  0.14
25 H -3.21764 1.02803 1.24888  0.12
26 F -1.07517 -5.31484 1.36517  0.24
27 C -1.27386 -4.06320 1.66193  -0.69
28 F -2.44041 -3.63720 1.20529  0.17
29 F -1.17023 -3.83431 2.94894  0.21
30 S 0.05783 -3.05354 0.83058  0.75
31 O -0.37317 -1.63232 1.11648  -0.43
32 O 1.33606 -3.40325 1.32001  -0.17
33 N -0.23710 -3.35440 -0.68390  -0.26
34 S 0.21043 -2.58943 -1.92922  0.76
35 O -0.77880 -2.42689 -2.92925  -0.20
36 O 0.78153 -1.19213 -1.44356  -0.58
37 C 1.76219 -3.41393 -2.66140  -0.67
38 F 1.61180 -4.69459 -2.48498  0.24
39 F 2.79823 -2.95023 -1.99584  0.19
40 F 1.80689 -3.07994 -3.92072  0.23
41 O -3.06332 -1.41320 -0.29954  0.24
42 N -2.08276 -0.86439 -0.36613  -0.13
43 Br -5.30102 3.76125 -3.49878  0.97
44 C -4.02616 2.76571 -2.61170  -0.66
45 C -3.34883 3.28473 -1.50185  -0.05
46 C -2.40968 2.51711 -0.86775  -0.16
47 N -2.07108 1.26628 -1.27280  -0.14
48 C -2.71293 0.78754 -2.36547  -0.18
49 C -3.68391 1.48411 -3.03945  -0.05
50 H -3.54928 4.28531 -1.14390  0.13
51 H -1.86987 2.92803 -0.02850  0.09
52 H -2.43273 -0.19683 -2.71077  0.09
53 H -4.16118 1.03453 -3.89954  0.14
54 Cl 2.83401 0.58895 -2.62326  0.57
55 Si 0.87338 0.53711 -2.26915  -0.58
56 Cl -0.11462 0.63039 -4.00006  0.56
57 Cl 0.64338 2.25183 -0.93767  0.54